Formula: C18H56BINO9
Source: OMol25
Level of theory: the ωB97M-V functional and the def2-TZVPD basis

The geometry in XYZ format:
```
86
Properties=species:S:1:pos:R:3
C 2.31514 0.49258 -1.24213
C 3.46888 0.93333 -0.32370
B 4.63136 -0.08865 -0.28310
O 5.87882 0.07615 -0.72372
N 4.41591 -1.50046 0.33014
I 5.71086 -1.76428 1.97167
H 1.44578 1.10581 -1.02778
H 2.00696 -0.54005 -1.08305
H 2.55251 0.61283 -2.29496
H 3.85874 1.89309 -0.65754
H 3.07963 1.08014 0.68678
H 6.00972 0.94438 -1.13725
H 3.45495 -1.66514 0.62433
H 4.68638 -2.21115 -0.34984
C -0.32334 -1.08879 1.33160
C -0.93734 0.26324 1.01374
O -1.01936 0.49952 -0.38932
H 0.68334 -1.15943 0.90518
H -0.26073 -1.24249 2.41059
H -0.91552 -1.89648 0.90066
H -0.32971 1.06831 1.43049
H -1.93976 0.32960 1.44800
H -1.57264 -0.19292 -0.77014
C -1.13095 -5.66567 2.85193
C -1.72978 -4.31640 2.51273
O -1.78463 -4.10845 1.09625
H -0.12337 -5.74951 2.44421
H -1.08364 -5.80964 3.92622
H -1.72929 -6.47114 2.41637
H -1.12306 -3.51273 2.92629
H -2.73915 -4.23134 2.92724
H -2.33162 -4.80814 0.72868
C -3.67716 -0.84812 -4.37719
C -2.69017 -0.62829 -3.25062
O -2.75138 -1.67716 -2.27560
H -4.69484 -0.91191 -3.99153
H -3.62219 -0.03477 -5.10007
H -3.46547 -1.78541 -4.89739
H -2.91021 0.29867 -2.72205
H -1.67007 -0.56342 -3.64397
H -2.54668 -2.50073 -2.72670
C 1.37089 -2.69318 6.08609
C 0.77324 -4.07705 6.25994
O 0.81639 -4.83239 5.04898
H 0.84221 -2.14811 5.30266
H 1.31139 -2.11953 7.01125
H 2.42237 -2.76273 5.79273
H -0.27720 -4.00670 6.53616
H 1.29670 -4.62229 7.05109
H 1.73844 -4.92261 4.79259
C -5.15315 0.81542 1.74147
C -5.05487 1.35249 3.15748
O -3.72952 1.21337 3.67248
H -4.86526 -0.23760 1.72027
H -6.16737 0.90831 1.35141
H -4.48529 1.35522 1.07393
H -5.70706 0.80041 3.83196
H -5.34816 2.40769 3.18985
H -3.15108 1.71220 3.08886
C -5.56893 5.04331 -1.26824
C -5.20822 4.02585 -0.20287
O -4.83295 2.77010 -0.76570
H -6.38446 4.66965 -1.88720
H -5.87424 5.98949 -0.82020
H -4.71639 5.23375 -1.92449
H -6.06425 3.82526 0.43992
H -4.39317 4.40479 0.42464
H -4.06872 2.91684 -1.33112
C 8.32720 4.27355 -0.95054
C 7.50109 3.01885 -0.76135
O 7.35911 2.28054 -1.98491
H 7.87470 4.91525 -1.70573
H 8.40825 4.83219 -0.01839
H 9.33446 4.02297 -1.28883
H 6.49008 3.27446 -0.43971
H 7.95194 2.37514 0.00198
H 8.24052 2.03854 -2.28568
C 1.08617 1.35623 -5.16958
C 0.25102 0.49798 -6.10360
O -1.10561 0.92545 -6.14842
H 0.66614 1.33707 -4.16215
H 2.11829 1.00200 -5.13053
H 1.09442 2.39600 -5.50313
H 0.23208 -0.53500 -5.75796
H 0.67424 0.50953 -7.11303
H -1.12237 1.83226 -6.46783
```

E_LUMO   -0.1979 Ha
Net charge   +1
HOMO-LUMO gap   0.224 Eh
HOMO   -0.4219 Ha
DFT total energy   -48262.2437 eV
2S+1   1

***

Formula: C18H56CaN9O5P3
Source: OMol25
Level of theory: the ωB97M-V functional and the def2-TZVPD basis

The geometry in XYZ format:
```
92
Properties=species:S:1:pos:R:3
Ca -0.39338 0.26529 1.06643
O 0.43795 -1.07500 2.55615
H 0.59782 -1.62733 3.34602
O -1.33655 2.28713 0.86216
H -1.68430 3.07217 1.32833
O 1.82977 1.06101 1.32118
P 3.12824 1.67231 1.70438
N 3.52688 1.66639 3.39707
C 2.99694 0.62507 4.20301
C 4.56380 2.55994 4.04600
N 3.25643 3.32143 1.18860
C 3.19194 3.51659 -0.27963
C 2.59086 4.33465 1.99542
N 4.55157 0.95982 1.00895
C 4.78542 -0.52089 1.19042
C 5.80402 1.69233 1.07349
H 2.23495 1.02485 4.87207
H 3.81311 0.27083 4.83268
H 2.66412 -0.20880 3.58496
H 4.78634 3.34653 3.32500
H 5.37829 1.99630 4.50101
H 4.07719 3.17344 4.80424
H 4.09336 3.11640 -0.74373
H 2.29480 2.99336 -0.61051
H 3.17369 4.58157 -0.51110
H 2.83589 4.36955 3.05695
H 2.91848 5.32294 1.67286
H 1.50997 4.24406 1.88781
H 3.90032 -1.15381 1.12631
H 5.47776 -1.01384 0.50794
H 5.15397 -0.76227 2.18742
H 5.55089 2.72685 1.30541
H 6.28051 1.73317 0.09401
H 6.49496 1.37300 1.85371
O -2.53251 -0.86520 0.93521
P -4.01276 -1.05114 0.84475
N -4.93825 0.33663 0.50623
C -5.29958 1.28934 1.51972
C -4.94334 0.89565 -0.84558
N -4.63801 -1.65373 2.31728
C -3.89387 -2.74360 3.03567
C -6.02160 -1.68803 2.82622
N -4.59593 -2.26448 -0.20144
C -3.68221 -3.25521 -0.80333
C -5.97295 -2.51001 -0.67196
H -4.85904 0.89349 2.43477
H -6.36219 1.48889 1.38139
H -4.78961 2.23490 1.33544
H -4.12174 1.59099 -1.01756
H -5.81436 1.53389 -0.99412
H -4.82322 0.14137 -1.62323
H -4.18676 -2.84639 4.08054
H -3.92370 -3.69014 2.49598
H -2.82850 -2.51348 3.04672
H -6.01123 -1.71433 3.91585
H -6.51159 -0.75198 2.55824
H -6.62762 -2.47092 2.37024
H -3.25301 -3.92141 -0.05497
H -4.28552 -3.79127 -1.53596
H -2.89559 -2.69362 -1.30726
H -5.99141 -2.33102 -1.74700
H -6.70414 -1.89296 -0.14974
H -6.28543 -3.55235 -0.60885
O 0.28986 -0.64391 -0.92202
P 0.84886 -0.66365 -2.32204
N 1.79406 -2.07103 -2.69871
C 2.78540 -2.15395 -3.82045
C 1.11120 -3.40052 -2.58177
N 1.91169 0.63431 -2.73812
C 3.28474 0.63578 -2.13884
C 1.19812 1.89232 -2.75683
N -0.39337 -0.67589 -3.56496
C -0.08993 -0.60987 -4.97507
C -1.80844 -1.09276 -3.32231
H 3.68340 -2.65377 -3.45732
H 3.07377 -1.25776 -4.36980
H 2.44475 -2.84532 -4.59120
H 1.81196 -4.23328 -2.52209
H 0.46070 -3.66291 -3.41609
H 0.59514 -3.45758 -1.62337
H 4.03695 -0.00386 -2.60051
H 3.70628 1.64063 -2.11242
H 3.07507 0.33215 -1.11320
H 0.62291 1.93435 -1.83191
H 1.89529 2.69545 -2.99565
H 0.50999 1.91517 -3.60184
H 0.87111 -0.10469 -5.07143
H -0.13357 -1.59783 -5.43348
H -0.77776 0.02809 -5.53003
H -2.46501 -0.36967 -3.80621
H -1.97264 -1.24705 -2.25585
H -2.05123 -2.11151 -3.62449
```

E_LUMO   0.0247 Ha
HOMO-LUMO gap   0.286 Eh
HOMO   -0.2608 Ha
DFT total energy   -89532.7380 eV
Relative energy (zero: lowest compared OMol25 entry of this formula, charge and spin)   310.9 kJ/mol
2S+1   1

***

Formula: C18H56F2N2O16
Source: OMol25
Level of theory: the ωB97M-V functional and the def2-TZVPD basis

The geometry in XYZ format:
```
94
Properties=species:S:1:pos:R:3
O -0.05755 0.06783 2.76800
C -0.46972 0.23558 1.60574
F -1.36284 1.32888 1.39139
N -0.01867 -0.62895 0.49893
C -0.75617 -1.93448 0.48750
O -0.48982 -2.72599 1.43196
N -1.69634 -2.30952 -0.57990
C -1.22448 -3.54295 -1.29988
O -1.45504 -4.62814 -0.69913
O -0.61297 -3.46632 -2.57762
C 0.83015 -3.65108 -2.50510
C 1.62190 -2.35785 -1.91350
C 1.10961 -0.98018 -2.55793
F 2.11242 0.04069 -2.28221
H 0.97119 -0.87402 0.71530
H -1.69686 -1.57046 -1.30381
H 1.19983 -3.76727 -3.59446
H 1.14512 -4.60161 -1.92917
H 2.72491 -2.52623 -2.22444
H 1.62447 -2.32453 -0.77172
H 0.94082 -1.12424 -3.70079
H 0.12018 -0.71691 -2.02216
C -1.39045 -8.08614 -1.87767
O -2.42132 -7.42863 -2.59708
H -1.15580 -9.02612 -2.37816
H -0.49823 -7.45511 -1.85560
H -1.72723 -8.29288 -0.85877
H -2.60810 -6.60178 -2.13303
C -4.85051 -3.92054 -2.71626
O -4.58362 -3.03820 -1.63441
H -5.91806 -3.89590 -2.93553
H -4.29277 -3.60000 -3.59974
H -4.56142 -4.93825 -2.44197
H -3.63444 -3.07885 -1.46103
C 1.56459 1.05291 -5.92166
O 1.61395 -0.36762 -5.97127
H 0.75025 1.35596 -5.26342
H 2.50868 1.43918 -5.53030
H 1.38566 1.44823 -6.92369
H 2.34156 -0.60618 -6.55913
C -6.50379 -4.41492 1.47223
O -6.45730 -3.02925 1.17148
H -7.08218 -4.55886 2.38564
H -6.98446 -4.95397 0.65117
H -5.48859 -4.79215 1.62368
H -5.93951 -2.93107 0.35902
C -0.53541 4.90368 -6.42760
O 0.33995 3.78627 -6.44192
H -0.87519 5.09775 -7.44532
H -1.39888 4.68763 -5.79345
H -0.00602 5.78206 -6.04965
H 0.62535 3.63672 -5.52946
C 2.29107 2.52387 2.75096
O 2.36913 2.47496 1.32866
H 3.15584 3.06727 3.13378
H 1.37733 3.04221 3.04893
H 2.29403 1.50962 3.15406
H 1.59447 1.99102 1.01704
C -6.46103 -6.85676 4.11787
O -7.41008 -5.98930 4.71977
H -6.88863 -7.26776 3.20287
H -5.55499 -6.29639 3.87357
H -6.22128 -7.67392 4.80304
H -7.00736 -5.64013 5.52483
C 3.45236 4.06744 -5.00367
O 2.59779 3.80960 -3.89830
H 2.97282 3.70282 -5.91230
H 3.62405 5.14319 -5.09187
H 4.40287 3.54666 -4.86180
H 3.04337 4.14061 -3.10829
C 0.29192 6.33180 2.08234
O 0.36514 4.91305 2.07804
H -0.52939 6.64050 2.73021
H 1.22760 6.74667 2.46167
H 0.10748 6.69329 1.06720
H 1.09902 4.66683 1.49803
C 2.88859 -0.03042 5.86459
O 2.96620 -0.08198 4.44692
H 3.75305 0.51209 6.24555
H 1.97517 0.48944 6.16396
H 2.89105 -1.04525 6.27034
H 2.18943 -0.56691 4.13683
C 4.41140 3.44695 8.22076
O 4.48407 2.02895 8.21763
H 3.59173 3.75566 8.86989
H 5.34837 3.86358 8.59910
H 4.22496 3.80906 7.20644
H 5.21565 1.78309 7.63722
C 3.94523 8.42355 0.82928
O 3.09714 8.18730 1.94328
H 3.47068 8.02045 -0.06577
H 4.09871 9.49835 0.70381
H 4.90557 7.92539 0.98449
H 3.53899 8.55261 2.72037
```

E_LUMO   -0.0218 Ha
HOMO-LUMO gap   0.335 Eh
HOMO   -0.3565 Ha
DFT total energy   -60740.6953 eV
Relative energy (zero: lowest compared OMol25 entry of this formula, charge and spin)   319.4 kJ/mol
2S+1   1

***

Which of these has the lowest HOMO-LUMO gap?
C18H56BINO9

***

Among the records above, which one has the lowest E_LUMO?
C18H56BINO9